[1]
ORCA calculation (the ωB97M-V functional and the def2-TZVPD basis) on a structure of composition C20H27N3PbS2.

Output
LUMO (spin up / spin down) = -6.84 / -6.84 eV
gap between HOMO and LUMO (spin up / spin down) = 5.46 / 5.46 eV
total charge = +2
E_HOMO (spin up / spin down) = -12.29 / -12.29 eV

Geometry as XYZ:
```
53
Properties=species:S:1:pos:R:3:forces:R:3
Pb -0.96426 0.02486 -0.15983 -3.52 0.17 0.00
S -1.92486 2.30556 -0.32893 -4.07 4.43 -1.82
S -1.80396 -2.27744 -0.19993 -3.75 -5.13 -0.72
N -1.08556 -0.03054 -2.36393 0.41 -0.05 -2.69
N 0.06084 1.55846 0.95907 5.22 4.21 3.45
N 0.38794 -1.48894 0.55057 5.83 -3.68 2.21
C 0.78404 0.72446 1.84067 -0.15 0.57 -0.28
C 4.41534 0.23906 -1.97843 -0.18 -0.01 -0.05
C 4.49694 0.29396 -0.65843 -0.20 0.01 0.08
C 1.73944 -1.46334 2.60717 -0.81 0.43 -0.81
C 2.11284 0.52916 3.90937 0.99 -2.52 0.86
C 1.46464 2.68056 3.14667 -0.13 0.85 -0.37
C 1.44754 1.30546 2.96637 -0.74 -0.34 -0.93
C 0.24344 2.94436 1.11627 0.75 -2.12 0.90
C -1.70096 -1.29194 -2.83183 -0.19 -0.30 -0.21
C 0.94624 -0.76804 1.64037 -0.21 -0.47 -0.44
C -1.76206 1.17236 -2.89773 -0.19 0.26 -0.25
C 0.91304 3.49416 2.19427 0.15 0.12 0.26
C 2.25494 -0.82634 3.73407 0.45 2.34 1.44
C 1.59364 -3.47134 1.33377 0.10 -0.09 0.14
C -1.32316 -2.47264 -1.96553 0.01 0.04 0.36
C -1.43916 2.41536 -2.09893 -0.04 0.04 0.42
C 0.79744 -2.82284 0.40277 0.48 2.10 1.77
C -3.62456 -2.40844 -0.31013 0.49 0.01 -0.21
C -3.74636 2.36506 -0.45543 0.45 0.02 -0.19
C 2.02714 -2.80934 2.45007 0.04 -0.76 -0.52
H 2.62024 -3.34694 3.18247 -0.06 0.23 0.07
H 1.96304 3.13386 3.99667 -0.03 -0.27 0.06
H 4.41104 -0.70294 -2.51193 0.08 -0.04 0.02
H 4.56294 -0.60064 -0.05233 0.08 -0.06 -0.02
H -4.04946 -1.62784 -0.93183 -0.11 0.12 -0.09
H -0.24626 -2.62954 -1.94643 0.05 0.06 -0.22
H -0.12156 -0.01464 -2.68293 0.19 0.00 -0.24
H -0.36946 2.61616 -2.08453 0.18 0.04 -0.09
H -1.50506 1.33836 -3.94723 0.03 -0.08 0.00
H 0.47654 -3.50234 -0.35453 -0.60 0.53 -0.85
H -4.00026 -2.29974 0.70187 0.01 0.00 0.12
H 1.83964 -4.51864 1.20697 -0.08 0.07 -0.17
H -1.77606 -3.38474 -2.34913 -0.05 -0.03 0.01
H -2.77916 -1.15564 -2.81143 -0.12 0.03 0.01
H 4.34934 1.13366 -2.58453 0.07 0.04 0.02
H 2.56904 0.98526 4.78187 -0.13 0.12 -0.15
H -0.14626 3.70246 0.45597 -0.33 -0.70 -0.50
H -1.92406 3.28456 -2.53863 -0.01 0.03 0.00
H 0.98244 4.56986 2.29927 -0.07 -0.04 -0.13
H -4.14066 1.53136 -1.02633 -0.10 -0.14 -0.08
H -1.43206 -1.50344 -3.87013 0.03 0.07 0.00
H -4.05346 3.30806 -0.89743 -0.04 0.03 -0.03
H -2.83256 0.98556 -2.86503 -0.11 -0.03 0.02
H -3.89876 -3.38864 -0.68803 -0.04 -0.04 -0.03
H 4.50114 1.23596 -0.12493 0.07 0.06 -0.02
H -4.12516 2.30916 0.55977 0.00 0.00 0.11
H 2.81444 -1.38044 4.48007 -0.09 -0.14 -0.19
```
Positions in Å, forces in eV/Å.


[2]
ORCA calculation (the ωB97M-V functional and the def2-TZVPD basis) on the molecule C20H27N5O2S.

Output
LUMO = 0.52 eV
gap between HOMO and LUMO = 8.58 eV
energy relative to the best compared isomer or geometry (same formula, charge and spin) = 5.5 kcal/mol
SMILES = CSCC[C@H](NC(=O)N1CCn2c1nc1ccccc12)C(=O)N1CCCCC1
E_HOMO = -8.06 eV

Geometry as XYZ:
```
55
Properties=species:S:1:pos:R:3:forces:R:3
S 4.60199 0.98471 -2.37862 -0.04 -0.07 -0.05
O 3.05116 -1.76543 0.25615 0.27 0.17 0.03
O 0.65921 -0.67027 1.95834 0.24 0.01 0.37
N 0.01792 -0.24412 -0.20124 0.00 0.12 -0.21
N 1.16370 -2.98063 0.26415 -0.01 -0.39 0.14
N -1.07177 0.73087 1.55312 -0.04 0.08 0.12
N -2.67509 2.28840 1.53532 0.40 -0.41 -0.30
N -2.01011 1.65776 -0.51631 0.42 -0.41 0.02
C -3.56523 3.18614 -1.75828 0.08 -0.08 0.15
C 2.17734 0.31312 -1.22854 -0.06 -0.36 0.00
C -1.35262 1.01200 2.95912 0.33 -0.31 0.38
C -4.54812 4.14131 -1.57909 -0.09 0.09 -0.11
C -2.45959 2.09493 2.94314 -0.18 0.18 0.42
C -1.86653 1.50850 0.76877 -0.47 0.44 -0.35
C -0.36105 -4.57857 -0.75707 -0.12 0.02 0.31
C -4.41325 3.99022 0.83491 0.05 -0.05 0.18
C -4.96479 4.53651 -0.31030 -0.08 0.08 -0.01
C 1.69965 -5.35880 0.40496 -0.21 0.04 0.24
C -2.99750 2.62372 -0.62612 -0.30 0.30 0.42
C 1.76915 -4.00115 1.09799 0.48 -0.13 -0.02
C 1.17363 -0.79678 -0.88406 0.32 0.34 0.15
C 1.87517 -1.87932 -0.03583 -0.12 0.01 -0.37
C 0.24835 -5.69964 0.07918 0.17 0.01 -0.29
C -0.03630 -0.10753 1.14315 -0.40 0.04 -0.22
C -0.22557 -3.23938 -0.02716 -0.26 -0.06 -0.44
C -3.43021 3.03496 0.66336 -0.17 0.16 -0.61
C 5.59663 0.23436 -1.05542 -0.23 0.08 -0.38
C 3.15984 -0.12680 -2.30423 0.38 0.37 0.12
H 2.70083 -0.10508 -3.29226 -0.02 -0.08 -0.03
H -3.37406 1.75172 3.43735 0.13 0.04 -0.02
H -1.41599 -4.77656 -0.95303 -0.03 0.01 -0.06
H -2.13163 3.02371 3.42102 -0.04 -0.13 -0.02
H -1.67939 0.09413 3.45517 0.04 0.16 0.01
H -0.57534 0.38306 -0.74339 0.04 -0.09 -0.02
H 0.15838 -4.51634 -1.71566 -0.02 0.04 -0.07
H 4.93464 -0.11998 -0.27168 0.03 -0.03 0.15
H 0.19258 -6.64572 -0.46214 -0.06 -0.04 0.06
H 1.63639 1.19955 -1.56689 -0.02 -0.02 0.02
H -0.77922 -3.28220 0.92033 -0.04 0.06 -0.03
H 1.23432 -4.03749 2.05416 0.00 0.01 0.02
H -3.24302 2.88192 -2.74092 0.04 -0.04 -0.12
H 0.81925 -1.26055 -1.81449 -0.01 -0.02 0.14
H -5.00682 4.59561 -2.44454 -0.04 0.04 -0.07
H 2.28296 -5.32121 -0.51707 0.08 0.00 -0.01
H 2.13547 -6.11992 1.05315 0.07 -0.03 0.00
H -0.43834 1.35411 3.45112 -0.16 -0.04 -0.01
H 6.16974 -0.59274 -1.46598 0.06 -0.07 0.11
H 2.72077 0.56935 -0.31690 -0.07 0.03 -0.05
H 3.54361 -1.12493 -2.10081 -0.09 -0.07 -0.08
H -5.73567 5.28662 -0.21779 -0.06 0.06 0.01
H -0.31712 -5.80866 1.00761 -0.05 -0.05 0.05
H -0.65227 -2.44015 -0.62919 0.04 -0.05 0.11
H 6.26562 0.99874 -0.67471 0.07 0.02 0.08
H 2.80146 -3.70319 1.28351 -0.17 -0.05 0.05
H -4.73470 4.29599 1.81907 -0.06 0.05 0.08
```
Positions in Å, forces in eV/Å.


[3]
ORCA calculation (the ωB97M-V functional and the def2-TZVPD basis) on the molecule C20H27N5O4.

Output
LUMO = 0.59 eV
gap between HOMO and LUMO = 8.72 eV
energy relative to the best compared isomer or geometry (same formula, charge and spin) = 31.5 kcal/mol
SMILES = Cc1c/c(=N\[C@H]2CC[C@@]3(CC2)CN(C(=O)c2conc2C)CCO3)[nH]c(CO)n1
E_HOMO = -8.13 eV

Geometry as XYZ:
```
56
Properties=species:S:1:pos:R:3:forces:R:3
O 4.37794 1.66761 -6.53925 0.04 0.00 0.03
O 0.79030 0.94153 2.39877 0.00 0.00 0.00
O -5.30202 0.04693 5.00986 0.01 0.00 0.00
O -2.28164 -2.41301 2.85964 0.00 -0.01 0.00
N 1.59500 1.21115 -5.46260 -0.01 0.03 0.02
N -5.84944 -0.44860 3.83113 0.00 0.00 -0.01
N -1.17944 -0.60174 3.66130 0.00 0.00 0.00
N 3.03845 1.16601 -3.63604 0.02 -0.01 -0.01
N 2.75124 0.06361 -1.67787 -0.14 0.49 0.21
C 0.73284 -0.46965 2.11809 0.00 0.00 0.00
C 2.69040 1.56246 -4.87456 -0.03 0.01 -0.04
C -0.04961 -0.75398 0.83607 0.00 0.00 0.00
C -3.98639 -0.15103 4.98425 0.01 -0.01 0.00
C -5.09056 -1.57767 1.82044 0.00 -0.01 0.00
C 2.02562 -0.58340 -0.59672 -0.15 0.14 -0.02
C -0.41242 -0.13514 -5.52761 0.00 0.00 0.00
C 0.58458 -0.09230 -0.38427 0.00 0.00 0.00
C -4.85906 -0.93934 3.14528 0.00 0.00 0.00
C 2.17789 -0.90243 1.92587 0.00 0.00 0.00
C -3.61639 -0.76153 3.83596 0.01 0.01 0.01
C 1.06026 -0.10419 -3.51422 -0.01 0.00 0.00
C 2.79777 -0.26754 0.68737 0.16 -0.25 -0.04
C 2.25014 0.33962 -2.81416 0.14 -0.40 -0.16
C 0.79075 0.32731 -4.76915 0.00 -0.01 0.01
C 0.11646 -1.17551 3.32196 0.00 0.00 0.00
C -0.45510 1.52115 2.72192 0.00 0.00 0.00
C -2.30902 -1.31870 3.40232 0.00 0.01 0.00
C -1.10856 0.83059 3.91090 0.00 -0.01 0.00
C 3.65886 2.45704 -5.60706 0.01 -0.01 0.02
H -1.01068 -0.83654 -4.94946 0.00 0.00 0.00
H -0.51099 1.00329 4.81147 0.00 0.00 0.00
H -6.14280 -1.50375 1.55575 0.00 0.00 0.00
H -0.05064 -0.28119 -1.24580 0.00 0.00 0.00
H -0.01662 -2.23586 3.12397 0.00 0.00 0.00
H -0.09821 -0.60869 -6.45850 0.00 0.00 0.00
H 2.74803 -0.63307 2.81822 0.00 0.00 0.00
H 4.34893 2.92855 -4.89878 -0.02 0.01 0.01
H -1.02660 0.72504 -5.79760 0.00 0.00 0.00
H -4.78648 -2.62231 1.85462 0.00 0.00 0.00
H -3.44058 0.17105 5.85619 0.00 0.00 0.00
H 3.83045 -0.60077 0.56952 0.00 0.00 0.00
H 0.61744 0.99340 -0.24708 0.00 0.00 0.00
H 2.00946 -1.67396 -0.74824 0.00 0.00 0.00
H 2.82403 0.81818 0.79859 0.00 0.00 0.00
H -2.10190 1.24069 4.06574 -0.01 0.00 0.00
H -0.25482 2.56618 2.95962 0.00 0.00 0.00
H -0.07611 -1.83969 0.70232 0.00 0.00 0.00
H -1.09297 -0.44816 0.93827 0.00 0.00 0.00
H 3.07364 3.23522 -6.09792 0.00 -0.01 -0.02
H 0.78184 -1.04567 4.18144 0.00 0.00 0.00
H 3.91507 1.45614 -3.22735 0.00 0.00 0.00
H 0.41900 -0.83652 -3.05245 0.00 0.00 0.00
H -4.48952 -1.09172 1.05131 0.00 0.00 0.00
H 2.19890 -1.99418 1.84084 0.00 0.00 0.00
H 4.53035 2.18198 -7.33549 -0.02 -0.01 0.00
H -1.13707 1.49312 1.86317 0.00 0.00 0.00
```
Positions in Å, forces in eV/Å.


[4]
ORCA calculation (the ωB97M-V functional and the def2-TZVPD basis) on a structure of composition C20H27N7O2S.

Output
LUMO = -0.79 eV
gap between HOMO and LUMO = 7.62 eV
E_HOMO = -8.42 eV

Geometry as XYZ:
```
57
Properties=species:S:1:pos:R:3:forces:R:3
S 3.00896 -2.73629 0.51436 -0.78 3.22 0.58
O 1.84014 2.16407 -1.11084 -2.96 1.87 2.59
O -1.42444 5.17458 0.35235 -0.34 4.26 0.37
N -2.03407 0.37475 0.78268 -7.76 13.10 2.59
N -1.59094 -1.89097 0.73499 -0.25 5.32 2.69
N 0.11431 3.71531 -0.24200 11.13 -2.23 -3.78
N 5.46830 -2.33066 -0.29258 -2.62 2.59 2.10
N -0.06844 -0.06632 -0.19026 -1.23 3.39 1.20
N 4.23970 -0.21661 0.40404 -6.23 -8.25 1.08
N -1.83628 3.10126 0.25514 -5.87 -10.89 4.32
C -0.03550 1.44537 -0.16825 -13.36 -12.14 6.33
C 4.83800 1.98171 0.46805 3.03 -0.73 3.10
C -3.97578 -1.75788 0.54638 -3.19 -7.27 0.97
C 1.59303 -1.30010 0.94671 -2.43 -11.59 -4.44
C 0.73888 2.38147 -0.43479 7.03 6.19 -5.45
C -2.86118 -1.99964 1.47135 1.31 7.68 -1.34
C 6.39024 -1.40795 -0.31348 2.43 -1.31 -2.01
C 5.23352 0.52569 0.18986 -10.10 8.30 4.30
C 4.36100 -1.62666 0.21669 -0.37 0.98 -0.56
C -5.09815 -2.92424 -1.45172 -1.22 -13.64 5.59
C -1.01924 4.07937 0.15614 -1.41 1.39 0.79
C 6.23161 -0.07513 -0.05464 16.89 -0.97 -5.90
C -3.85964 -3.02130 -0.51807 -2.53 -0.05 1.17
C 1.18641 -0.68061 -0.28416 2.66 -1.74 -4.56
C -1.32139 -0.50635 0.57300 11.18 -9.38 -6.10
C -1.43014 1.59672 0.47453 5.26 3.69 -4.01
C -1.46595 -2.78235 -0.26515 7.21 -6.48 0.74
C -2.53796 -3.02698 -1.20001 0.67 3.95 -3.88
C 1.09095 4.70406 -0.74142 -4.15 -1.39 -7.30
C -3.07142 3.22971 1.00577 -2.54 -0.56 0.95
H -3.97063 -3.96816 0.02905 0.23 0.19 0.25
H 2.09829 0.03437 -0.72094 -2.93 -1.53 1.27
H -1.26678 -3.88572 0.42204 -0.84 2.35 -1.90
H 7.12303 0.73821 -0.54445 -1.75 -2.82 1.84
H -3.87210 2.94114 0.32284 -0.12 -0.49 0.11
H 0.87535 -2.27094 1.26314 1.27 3.49 -0.11
H -4.93069 -2.17888 -1.91482 0.74 10.20 -6.34
H -2.73669 -2.83512 1.96348 -0.65 -4.52 2.63
H 4.64570 2.28026 1.64709 0.90 -1.04 -3.14
H -2.46441 -1.85745 -1.89439 -0.51 -3.36 1.37
H -4.05310 -0.98356 -0.15763 -0.09 1.95 0.32
H 5.58767 2.53634 -0.03325 0.97 1.38 0.20
H -4.95294 -3.89053 -2.24777 -0.78 2.61 1.99
H 7.32046 -1.75739 -0.77040 0.10 0.34 0.43
H 1.10183 -1.55658 -1.05062 0.26 1.60 0.84
H 1.94548 4.45144 -1.36316 -0.28 -1.27 0.60
H 1.94788 -0.69920 1.55315 3.27 5.17 6.69
H -0.24329 -2.80567 -0.70177 -3.87 0.43 0.70
H -6.07622 -3.12203 -0.80733 2.01 0.97 -1.79
H 3.99355 2.16148 -0.04489 -3.30 0.51 -1.55
H -2.90482 -1.06293 2.12673 0.43 -1.80 0.03
H -3.24835 2.57644 2.00240 1.10 1.48 -2.31
H -2.17771 -3.85131 -1.88744 -1.20 0.85 0.63
H -4.93826 -2.09732 1.34043 1.99 1.65 -2.94
H 0.52019 5.42249 -1.46690 0.56 -1.29 1.12
H -3.35035 4.25148 1.18076 0.52 0.52 0.47
H 1.32242 5.30514 -0.06998 2.45 5.14 6.46
```
Positions in Å, forces in eV/Å.


[5]
ORCA calculation (the ωB97M-V functional and the def2-TZVPD basis) on a structure of composition C20H28AlNO2Se.

Output
LUMO (spin up / spin down) = 0.30 / 0.30 eV
gap between HOMO and LUMO (spin up / spin down) = 5.31 / 5.31 eV
E_HOMO (spin up / spin down) = -5.01 / -5.01 eV

Geometry as XYZ:
```
53
Properties=species:S:1:pos:R:3:forces:R:3
Se -4.50837 1.86630 6.15839 -0.21 -0.08 0.30
Al -1.09340 0.32087 2.01975 1.88 2.62 0.53
O 0.96698 -0.60306 -3.96625 0.59 -0.49 -2.97
O -0.05051 0.33643 0.21059 -1.72 -0.37 0.05
N -2.63113 2.28775 3.94620 -0.78 0.25 2.87
C -3.26314 -0.64453 3.35685 0.23 -0.76 -0.30
C -2.91185 -0.81661 1.97289 0.01 -1.32 0.78
C -2.20198 -1.07917 4.16155 -0.13 -0.45 -0.81
C -0.65708 -0.21023 -1.02013 -0.40 0.09 -0.01
C 2.38052 -1.33139 -5.84115 -0.13 0.42 0.18
C -0.33210 1.36720 3.63542 -2.57 -0.69 0.46
C 0.16637 2.79697 1.86578 0.88 -0.81 1.13
C 0.58607 1.58418 2.55497 2.28 0.88 -1.66
C -1.14813 -1.57035 3.32651 -1.70 -0.97 -0.55
C 2.24617 0.70895 -0.37445 0.23 0.16 0.30
C 1.21152 -0.35996 -0.11041 0.78 -0.34 -0.04
C 0.28336 -0.25852 -5.20953 0.26 0.43 0.26
C 2.24660 -1.23666 -4.31560 -0.26 -0.01 0.54
C 0.99914 -0.93660 -6.38720 -0.12 -0.35 0.33
C -1.18031 2.62460 3.80197 0.21 -0.19 -0.09
C -0.89982 3.35527 2.51865 -0.56 -0.33 -0.67
C 1.64751 -1.40474 0.88131 0.28 -0.07 0.47
C 0.61742 -0.92257 -1.39400 0.39 0.06 0.22
C -1.64981 -1.59200 1.95853 -0.37 -0.09 1.17
C -3.34917 2.14381 4.91584 1.54 0.36 -2.54
H 2.57206 1.14413 0.57568 0.03 0.06 -0.20
H 1.78973 1.49816 -0.98484 0.22 -0.16 0.06
H -0.09687 0.79036 4.52876 0.09 0.20 -0.24
H 3.13930 -0.62962 -6.19899 -0.04 -0.19 0.05
H -2.21259 -1.10528 5.24922 0.18 0.33 -0.30
H 1.87630 -0.96082 1.85590 -0.09 -0.11 -0.09
H -0.76793 -0.56905 -5.12944 0.31 0.14 0.08
H 0.53958 -2.01186 -1.48456 0.16 0.26 0.07
H 0.90725 -2.20297 1.00527 0.12 0.22 -0.02
H 1.10001 -0.47115 -2.25289 -0.28 -0.42 0.56
H 2.57546 -1.86671 0.51111 -0.25 0.13 0.00
H 0.33680 0.83759 -5.32180 -0.16 -0.31 0.08
H -0.93572 0.59422 -1.70983 -0.22 -0.11 0.34
H -1.44687 4.25702 2.27423 0.17 -0.04 -0.16
H 0.69445 3.20447 1.00691 -0.34 -0.10 0.02
H 1.09244 -0.25899 -7.23601 -0.14 -0.12 0.01
H 1.58940 1.15485 2.51669 -0.21 0.40 0.09
H 3.06424 -0.64304 -3.87415 -0.32 -0.19 -0.08
H -0.86758 3.22668 4.68331 -0.41 -0.11 -0.06
H 2.25909 -2.24128 -3.86286 -0.05 0.35 -0.01
H 0.45770 -1.83470 -6.70039 0.01 0.21 -0.03
H 2.65571 -2.34211 -6.14545 0.08 0.16 -0.01
H -1.49777 -0.86121 -0.75594 0.00 0.29 -0.19
H -3.59719 -0.76249 1.13112 0.20 0.09 0.20
H 3.12315 0.29558 -0.89393 -0.28 0.05 0.11
H -4.23712 -0.31645 3.72463 0.54 0.32 -0.19
H -0.24846 -2.08277 3.65307 -0.09 0.28 -0.06
H -1.33944 -2.26853 1.16873 0.18 0.44 0.04
```
Positions in Å, forces in eV/Å.